40
Properties=species:S:1:pos:R:3 method="wB97M-V/def2-TZVPD" total_energy_ev=-53486.445 e_homo_ev="0.83 / 0.85" gap_ev="3.7430 / 3.7230" multiplicity=1 charge=-2 relative_energy_kj_mol=109.98
Pd -0.374 0.160 0.622
Cl -4.419 -2.615 -1.702
C -2.931 -2.076 -2.467
C -2.771 -2.298 -3.825
C -1.636 -1.894 -4.484
Cl -1.501 -2.205 -6.222
C -0.589 -1.242 -3.791
C 0.615 -0.806 -4.388
C 1.567 -0.205 -3.613
C 1.330 -0.021 -2.241
N 0.215 -0.395 -1.655
C -0.742 -1.004 -2.391
C -1.956 -1.418 -1.648
O -2.089 -1.189 -0.443
H -3.559 -2.798 -4.375
H 0.773 -0.963 -5.447
H 2.504 0.125 -4.047
H 2.070 0.438 -1.593
C -0.989 4.846 1.962
C -0.806 4.494 0.632
C -0.591 3.167 0.295
N -0.549 2.160 1.192
C -0.701 2.521 2.484
C -0.927 3.825 2.900
H -1.165 5.874 2.256
H -0.836 5.242 -0.152
H -0.454 2.863 -0.734
H -0.635 1.706 3.190
H -1.048 4.031 3.957
C 1.031 -2.131 4.010
C 1.790 -1.333 2.928
C 3.193 -1.954 2.756
O 1.115 -1.260 1.776
H 1.575 -2.181 4.967
H 0.860 -3.149 3.636
H 0.055 -1.666 4.175
H 1.981 -0.323 3.402
H 3.077 -2.966 2.349
H 3.761 -2.003 3.700
H 3.756 -1.359 2.030

---

25
Properties=species:S:1:pos:R:3 method="wB97M-V/def2-TZVPD" total_energy_ev=-39369.055 e_homo_ev=-8.04 gap_ev=8.5978 multiplicity=1 relative_energy_kj_mol=11.49 smiles="NC(=O)N(S)N1CCc2cc(Cl)ccc21"
C 1.716 1.303 -0.423
C 2.320 2.232 0.329
C 0.581 2.113 2.046
C -0.135 1.171 1.267
C 0.509 0.700 0.061
C 1.799 2.550 1.570
C 0.645 -1.614 -2.371
C -1.469 0.461 1.443
C -1.340 -0.692 0.429
N -0.158 -0.421 -0.334
N 1.343 -2.328 -1.469
N -0.283 -0.763 -1.792
O 0.808 -1.700 -3.549
S -0.930 0.407 -2.952
Cl 2.678 3.659 2.574
H 2.039 1.012 -1.453
H 3.215 2.797 0.175
H 0.189 2.407 2.912
H -1.830 0.201 2.389
H -2.253 1.194 1.203
H -1.195 -1.674 0.848
H -2.234 -0.563 -0.235
H 1.170 -2.142 -0.477
H 1.955 -3.108 -1.889
H -1.775 -0.486 -3.529

---

23
Properties=species:S:1:pos:R:3 method="wB97M-V/def2-TZVPD" total_energy_ev=-11012.913 e_homo_ev=-7.70 gap_ev=8.4120 multiplicity=1 relative_energy_kj_mol=99.71
C -0.184 0.969 2.191
N 0.764 0.417 1.236
C 0.367 -0.681 0.467
C 0.763 -0.840 -0.812
C 0.396 -2.028 -1.665
C -0.475 -1.685 1.202
H -1.210 1.243 1.941
H -0.176 0.425 3.140
H 0.309 1.897 2.498
H 1.177 1.146 0.675
H 1.437 -0.066 -1.142
H 0.889 -1.940 -2.630
H 0.668 -2.985 -1.205
H -0.683 -2.148 -1.750
H -1.487 -1.298 1.321
H -0.011 -1.973 2.145
H -0.569 -2.606 0.621
H 0.834 3.791 -0.774
H -0.043 2.562 -1.052
O 0.727 2.865 -0.539
H -0.672 0.519 -1.569
H -1.516 1.156 -2.619
O -1.306 1.259 -1.682

---

11
Properties=species:S:1:pos:R:3 method="wB97M-V/def2-TZVPD" total_energy_ev=-7199.265 e_homo_ev=-9.68 gap_ev=10.5204 multiplicity=1 relative_energy_kj_mol=50.38 smiles="CNC(N)=O"
C 0.099 -0.916 1.427
N -0.268 -0.416 0.145
C 0.475 0.520 -0.625
N -0.227 0.863 -1.809
O 1.429 1.171 -0.261
H -0.383 -0.398 2.257
H -0.255 -1.949 1.511
H 1.187 -0.919 1.440
H -1.030 -0.808 -0.390
H -1.158 1.147 -1.421
H 0.132 1.706 -2.273

---

13
Properties=species:S:1:pos:R:3 method="wB97M-V/def2-TZVPD" total_energy_ev=-13487.197 e_homo_ev="-18.32 / -18.21" gap_ev="6.7945 / 6.0909" s_squared=0.81 multiplicity=2 charge=+2 relative_energy_kj_mol=330.00
C 0.075 -1.032 0.338
O 0.263 -2.212 -0.286
H 0.245 -1.167 1.409
H 0.572 -2.102 -1.193
C -1.624 -0.066 0.493
C -0.865 1.176 0.178
H -2.498 -0.190 -0.163
H -0.698 1.556 1.210
H -1.335 1.880 -0.526
C 0.435 0.677 -0.385
O 1.507 0.296 0.317
In 3.395 0.534 0.088
H 0.528 0.651 -1.479

---

16
Properties=species:S:1:pos:R:3 method="wB97M-V/def2-TZVPD" total_energy_ev=-7852.279 e_homo_ev=-8.06 gap_ev=9.2069 multiplicity=1 relative_energy_kj_mol=567.35
C 1.356 1.377 0.003
C 0.163 1.173 -0.827
N 1.427 0.104 -0.643
C 0.985 -1.092 0.120
C -0.303 -0.372 -0.101
C -1.319 -0.151 0.934
C -1.664 -0.813 -0.393
H 1.168 1.456 1.071
H 2.201 1.946 -0.368
H 0.308 1.504 -1.879
H 1.372 -1.185 1.159
H 1.252 -2.012 -0.435
H -1.590 0.887 1.061
H -1.284 -0.763 1.830
H -1.910 -1.869 -0.411
H -2.161 -0.187 -1.120

---

13
Properties=species:S:1:pos:R:3 method="wB97M-V/def2-TZVPD" total_energy_ev=-18827.249 e_homo_ev=-9.29 gap_ev=9.1778 multiplicity=1 relative_energy_kj_mol=412.96
C -0.789 0.755 0.975
C 0.473 1.340 0.418
C 0.508 -0.086 0.656
C 0.699 -1.261 -0.328
H -0.672 2.196 2.483
H -1.715 0.638 0.320
H 1.273 1.964 1.015
H 0.350 1.723 -0.582
H 0.856 -0.139 1.676
H -0.013 -2.132 0.043
H 1.756 -1.560 -0.273
O -1.122 0.856 2.299
Cl 0.106 -0.825 -1.965

---

12
Properties=species:S:1:pos:R:3 method="wB97M-V/def2-TZVPD" total_energy_ev=-6298.243 e_homo_ev=-15.84 gap_ev=9.0406 multiplicity=1 charge=+1 relative_energy_kj_mol=111.99
C -1.452 0.421 0.143
C -0.028 0.035 0.172
C -2.629 -0.304 -0.139
C 2.423 0.055 -0.097
O 1.183 0.665 0.194
H -1.728 1.411 0.675
H 0.245 -1.086 0.314
H -3.530 0.147 0.100
H -2.621 -1.080 -0.789
H 2.341 -1.061 0.059
H 2.608 0.289 -1.161
H 3.189 0.508 0.530

---

10
Properties=species:S:1:pos:R:3 method="wB97M-V/def2-TZVPD" total_energy_ev=-8767.047 e_homo_ev=-10.65 gap_ev=9.8378 multiplicity=1 relative_energy_kj_mol=285.56 smiles="C#CCC(=O)C#N"
O -2.035 -0.202 -1.124
C -1.142 0.239 -0.422
C -0.249 -0.829 0.101
C 1.183 -0.547 0.336
C 2.352 -0.309 0.531
C -1.017 1.675 -0.224
N -0.960 2.821 -0.088
H -0.820 -1.423 -0.733
H -0.713 -1.317 0.963
H 3.401 -0.109 0.661

---

18
Properties=species:S:1:pos:R:3 method="wB97M-V/def2-TZVPD" total_energy_ev=-14792.920 e_homo_ev=-8.98 gap_ev=8.2151 multiplicity=1 relative_energy_kj_mol=271.83 smiles="CNc1ncnc(N)c1N=O"
C 2.629 0.053 0.495
C 0.370 0.646 -0.243
C -1.626 1.745 -0.390
C -1.819 -0.427 -0.076
C -0.440 -0.536 -0.195
H 3.219 -0.623 -0.309
H 3.655 0.523 0.871
H 2.261 -0.510 1.329
H 1.921 1.878 -0.064
H -2.263 2.681 -0.601
H -2.050 -2.422 0.397
H -3.563 -1.324 0.631
N 1.712 0.914 0.013
N -0.320 1.808 -0.617
N -2.437 0.656 -0.122
N -2.563 -1.487 0.317
N 0.106 -1.774 -0.354
O 1.208 -1.800 -1.082

---

27
Properties=species:S:1:pos:R:3 method="wB97M-V/def2-TZVPD" total_energy_ev=-34208.423 e_homo_ev=-8.07 gap_ev=8.1757 multiplicity=1 relative_energy_kj_mol=245.30
C -1.987 -1.624 0.198
C -3.254 0.370 -0.252
C 1.948 -0.133 -0.754
C 0.937 -0.841 -1.670
C 1.383 -0.152 0.713
C -0.357 -0.009 -1.780
C 0.071 0.562 0.831
C -0.792 0.239 -0.349
C -0.589 0.312 2.240
N -3.198 -1.008 0.143
N -2.076 0.917 -0.422
S -1.486 -3.048 0.502
S -4.729 1.129 -0.505
H 2.950 -0.620 -0.716
H 1.851 0.828 -1.115
H 1.332 -1.031 -2.785
H 0.616 -1.768 -1.224
H 1.268 -1.153 1.090
H 2.240 0.285 1.261
H -0.159 0.988 -2.174
H -1.175 -0.420 -2.315
H 0.289 1.693 0.794
H -1.579 0.812 2.014
H -0.020 0.640 3.065
H -0.832 -0.703 2.407
H -4.019 -1.352 0.517
H -2.038 1.824 -0.952

---

31
Properties=species:S:1:pos:R:3 method="wB97M-V/def2-TZVPD" total_energy_ev=-21965.221 e_homo_ev=-12.44 gap_ev=8.2706 multiplicity=1 charge=+1 relative_energy_kj_mol=17.94
C -3.376 -0.528 3.175
C -2.724 -1.673 2.781
C -2.724 0.642 2.935
C -1.524 -1.657 2.120
C -1.499 0.728 2.285
C -0.769 -0.460 1.934
C 0.623 0.479 -2.900
C -0.049 1.716 -2.127
C 1.637 -1.801 0.115
N 1.837 0.943 0.993
N -1.135 1.275 -1.250
N 3.082 -1.464 -0.110
Si 0.834 -0.380 1.009
H -4.296 -0.352 3.632
H -3.165 -2.566 2.889
H -3.326 1.486 3.293
H -1.112 -2.620 1.896
H -1.048 1.786 2.072
H 1.430 0.877 -3.345
H 1.159 -0.246 -2.198
H -0.073 -0.040 -3.456
H 0.699 2.254 -1.666
H -0.335 2.413 -3.063
H 1.701 -2.803 0.461
H 1.086 -1.885 -0.813
H 1.788 1.754 1.561
H 2.410 1.282 0.232
H -1.668 0.469 -1.498
H 3.802 -1.795 0.494
H -1.730 2.018 -0.961
H 3.420 -1.457 -1.042

---

25
Properties=species:S:1:pos:R:3 method="wB97M-V/def2-TZVPD" total_energy_ev=-15128.781 e_homo_ev=-8.61 gap_ev=9.0803 multiplicity=1 relative_energy_kj_mol=82.06 smiles="Cc1ccc(O)cc1.CC(N)=O"
C -4.607 -1.303 -1.460
C -3.822 -0.271 -0.672
O -4.332 0.532 0.082
N -2.456 -0.397 -0.663
H -4.914 -0.859 -2.406
H -5.408 -1.496 -0.787
H -2.001 0.155 0.046
H -1.881 -0.946 -1.267
H -4.007 -2.184 -1.670
C 4.225 2.089 0.608
C 1.049 -0.700 0.310
C 1.310 0.118 -0.770
C 1.747 -0.634 1.507
C 2.372 1.028 -0.635
C 2.786 0.273 1.629
C 3.135 1.024 0.510
O -0.038 -1.536 0.335
H -0.452 -1.800 -0.475
H 0.770 0.004 -1.701
H 1.425 -1.246 2.334
H 2.424 1.786 -1.405
H 3.325 0.469 2.544
H 3.690 2.976 0.262
H 5.110 1.913 -0.001
H 4.600 2.311 1.600

---

7
Properties=species:S:1:pos:R:3 method="wB97M-V/def2-TZVPD" total_energy_ev=-25955.215 e_homo_ev=-9.06 gap_ev=7.4301 multiplicity=1 relative_energy_kj_mol=317.94 smiles="C=POSF"
C -0.175 -0.548 0.328
O -2.756 -0.566 0.650
F -4.354 1.082 -0.606
P -1.441 -0.817 1.430
S -3.155 0.098 -1.168
H 0.919 -0.508 0.600
H -0.460 0.090 -0.497

---

85
Properties=species:S:1:pos:R:3 method="wB97M-V/def2-TZVPD" total_energy_ev=-101139.432 e_homo_ev=-3.90 gap_ev=4.0991 multiplicity=1 charge=-1
C 8.656 -4.425 4.751
P 8.127 -2.675 5.122
O 8.344 -1.802 3.640
Al 5.780 -2.574 5.443
C 5.228 -3.327 7.254
C 4.944 -3.529 3.858
C 3.424 -3.239 3.630
C 2.553 -4.551 3.607
C 2.236 -5.048 5.023
O 2.704 -6.056 5.420
O 1.420 -4.243 5.776
P 5.292 -0.260 5.537
P 4.838 0.492 3.546
O 3.571 -0.063 3.018
O 4.599 2.128 3.737
O 6.108 0.250 2.545
H 9.522 -4.371 4.060
H 7.887 -5.070 4.296
H 9.065 -4.839 5.688
H 8.405 -0.861 3.853
H 6.161 -3.498 7.827
H 4.626 -4.249 7.192
H 4.610 -2.565 7.769
H 5.547 -3.254 2.964
H 5.047 -4.633 3.938
H 3.310 -2.816 2.616
H 2.981 -2.522 4.347
H 3.037 -5.334 3.008
H 1.603 -4.305 3.090
H 1.746 -3.332 5.702
H 4.132 -0.074 6.353
H 3.995 2.158 4.496
H 6.132 -0.716 2.407
O 1.133 1.225 -1.062
P 0.504 2.200 -0.102
O 0.113 3.419 -1.152
C -0.661 3.113 -2.304
C -2.124 2.898 -1.960
O 1.886 2.783 0.570
C 3.032 1.925 0.726
C 4.059 2.226 -0.349
O -0.365 2.869 1.144
C -0.250 4.255 1.474
C -1.421 5.057 0.937
H -0.259 2.235 -2.817
H -0.563 3.955 -2.992
H -2.243 2.140 -1.181
H -2.686 2.586 -2.842
H -2.571 3.820 -1.583
H 2.739 0.879 0.716
H 3.461 2.123 1.704
H 3.604 2.266 -1.341
H 4.846 1.471 -0.355
H 4.517 3.203 -0.177
H 0.693 4.683 1.140
H -0.259 4.302 2.564
H -1.279 5.300 -0.116
H -1.515 6.003 1.474
H -2.355 4.499 1.021
O -5.174 1.703 -5.523
P -6.094 0.634 -6.048
O -7.459 0.974 -5.184
C -7.990 2.294 -5.221
C -8.710 2.575 -6.526
O -5.475 -0.631 -5.188
C -4.080 -0.667 -4.867
C -3.861 -0.268 -3.421
O -6.867 -0.441 -7.041
C -7.735 -1.454 -6.517
C -9.195 -1.077 -6.677
H -7.201 3.032 -5.055
H -8.687 2.383 -4.386
H -8.066 2.377 -7.387
H -9.040 3.615 -6.568
H -9.589 1.937 -6.628
H -3.510 -0.031 -5.543
H -3.735 -1.691 -5.021
H -4.399 0.646 -3.167
H -2.800 -0.117 -3.217
H -4.237 -1.043 -2.750
H -7.512 -1.694 -5.480
H -7.535 -2.350 -7.107
H -9.513 -0.400 -5.884
H -9.828 -1.964 -6.613
H -9.373 -0.573 -7.628

---

15
Properties=species:S:1:pos:R:3 method="wB97M-V/def2-TZVPD" total_energy_ev=-7722.567 e_homo_ev=-8.93 gap_ev=9.8913 multiplicity=1 relative_energy_kj_mol=483.10 smiles=CCCn1[nH][nH]1
C 1.857 -0.077 0.314
C 0.471 0.177 0.840
C -0.698 0.108 -0.189
N -3.121 0.448 -0.483
N -2.985 -0.460 0.556
N -1.923 0.445 0.366
H 1.858 0.525 -0.558
H 2.071 -1.058 -0.004
H 2.590 0.319 0.996
H 0.247 -0.425 1.713
H 0.592 1.240 1.190
H -0.809 -0.806 -0.771
H -0.539 0.827 -1.030
H -2.904 0.004 -1.460
H -3.011 -1.472 0.260

---

16
Properties=species:S:1:pos:R:3 method="wB97M-V/def2-TZVPD" total_energy_ev=-25814.218 e_homo_ev=-9.42 gap_ev=8.1645 multiplicity=1 relative_energy_kj_mol=263.95 smiles="CO[Si](N)=O.COI"
C 2.797 1.972 -0.308
C -2.712 -1.766 -1.202
N 0.499 -0.245 2.046
O 1.953 1.313 0.597
O -3.141 -1.010 -0.070
O 0.960 -0.995 -0.724
Si 1.060 -0.080 0.441
I -2.794 0.921 0.579
H 2.372 1.939 -1.236
H 3.703 1.383 -0.298
H 2.934 3.138 -0.197
H -3.541 -2.473 -1.396
H -1.728 -2.238 -1.054
H -2.846 -1.169 -2.188
H -0.295 -0.917 2.086
H 0.780 0.227 2.922

---

20
Properties=species:S:1:pos:R:3 method="wB97M-V/def2-TZVPD" total_energy_ev=-13535.887 e_homo_ev=-8.37 gap_ev=3.8565 multiplicity=1 relative_energy_kj_mol=768.89
O -1.530 -0.253 1.247
C -0.851 1.065 1.489
C 0.623 0.915 1.713
C 1.576 0.921 0.632
O 1.721 -0.235 -0.276
H -1.274 1.401 2.431
H 1.052 0.919 2.697
H -1.094 1.602 0.604
H 2.638 0.969 0.901
H 1.410 1.638 -0.117
H 0.988 -0.873 -0.411
H 0.256 1.072 -1.545
H -0.979 0.126 -1.913
O -0.764 1.096 -1.593
H -1.180 -1.358 -3.102
H -0.465 -1.708 -1.059
O -0.650 -1.083 -2.388
H -0.656 -0.774 1.226
H -0.616 -3.167 -0.294
O -0.204 -2.273 -0.240

---

15
Properties=species:S:1:pos:R:3 method="wB97M-V/def2-TZVPD" total_energy_ev=-12350.470 e_homo_ev="-9.23 / -9.23" gap_ev="8.9082 / 8.9098" multiplicity=1 relative_energy_kj_mol=689.92
C -0.145 0.154 0.218
C -0.755 -1.059 0.076
C 1.245 -0.095 0.098
C -2.243 -1.159 0.199
C 2.392 0.843 0.255
N 1.372 -1.373 -0.194
N -2.664 0.216 0.061
O 0.176 -2.029 -0.182
O -1.791 1.142 0.495
H -2.612 -1.876 -0.551
H -2.364 -1.679 1.188
H 1.946 1.706 0.579
H 3.023 0.337 1.098
H 3.080 0.897 -0.680
H -2.777 0.292 -1.050

---

59
Properties=species:S:1:pos:R:3 method="wB97M-V/def2-TZVPD" total_energy_ev=-91932.806 e_homo_ev=-13.86 gap_ev=7.5167 multiplicity=1 charge=+2
Ni 0.811 0.637 -0.027
C 4.289 -0.224 0.256
P 2.966 0.957 -0.069
C 3.310 1.543 -1.753
C 3.386 2.346 1.032
C 2.382 3.456 0.776
P 0.715 2.718 0.689
C -0.266 4.021 -0.089
C 0.112 2.657 2.399
H 5.233 0.312 0.137
H 4.275 -1.045 -0.453
H 4.237 -0.614 1.272
H 4.268 2.067 -1.787
H 2.530 2.210 -2.118
H 3.365 0.687 -2.426
H 4.418 2.657 0.854
H 3.332 1.993 2.065
H 2.578 3.966 -0.170
H 2.399 4.220 1.555
H -0.078 4.951 0.451
H -1.330 3.804 -0.031
H 0.016 4.157 -1.133
H 0.408 3.562 2.931
H 0.501 1.788 2.929
H -0.977 2.595 2.401
C -3.232 1.191 0.588
Sb -1.598 0.739 -0.659
C -1.826 2.172 -2.213
C -2.392 -0.885 -1.758
C -2.793 -2.042 -0.875
C -4.074 -2.080 -0.330
C -4.464 -3.121 0.500
C -3.572 -4.144 0.789
C -2.298 -4.121 0.239
C -1.897 -3.076 -0.588
C -0.504 -3.087 -1.163
Sb 0.839 -1.882 -0.054
C 0.363 -2.506 1.904
C 2.580 -3.037 -0.391
H -4.072 1.325 -0.092
H -3.063 2.107 1.150
H -3.427 0.370 1.273
H -2.652 1.831 -2.836
H -0.929 2.240 -2.825
H -2.077 3.154 -1.826
H -1.675 -1.159 -2.531
H -3.264 -0.475 -2.270
H -4.787 -1.303 -0.581
H -5.469 -3.140 0.900
H -3.869 -4.968 1.423
H -1.615 -4.936 0.444
H -0.468 -2.819 -2.218
H -0.073 -4.085 -1.072
H 0.503 -3.586 1.948
H -0.676 -2.269 2.126
H 1.015 -2.027 2.632
H 2.246 -4.075 -0.376
H 3.299 -2.896 0.409
H 3.039 -2.833 -1.356